Run a
Computed, not measured: one molecule with the formula C2H4N2OS, with ωB97M-V/def2-TZVPD.

Atoms and positions in Å:
N (1.25132, 1.47385, 0.10878)
N (0.48253, 0.35307, 0.07925)
C (1.00902, -0.91028, 0.12886)
O (2.22334, -1.06852, -0.21064)
C (-0.82691, 0.63002, -0.21408)
S (-2.15181, -0.31989, 0.03356)
H (1.78158, 1.31744, 1.04226)
H (2.08017, 1.17891, -0.42005)
H (0.39926, -1.77907, 0.49655)
H (-0.84839, 1.84208, -0.77547)

The lowest unoccupied orbital energy comes out at -0.487 eV. As for the HOMO energy: -9.1 eV. Its SMILES is NN(C=O)C=S. Its multiplicity is 1. As for the frontier orbital gap: 8.6 eV.

=====

Run b
Computed, not measured: one molecule with the formula C2H4N2OS, with ωB97M-V/def2-TZVPD.

Atoms and positions in Å:
C (0.79892, 1.02209, -0.19946)
N (1.50595, -0.00187, -0.44794)
O (0.77422, -1.21484, -0.57776)
C (-0.36878, -1.32622, 0.19984)
S (-1.60630, -0.10084, -0.50922)
N (-0.58330, 1.17949, -0.17841)
H (1.32723, 1.98498, -0.15150)
H (-0.73180, -2.29552, 0.03316)
H (-0.21176, -1.13926, 1.30825)
H (-0.90439, 1.89201, 0.52303)

The lowest unoccupied orbital energy comes out at 0.609 eV. As for the HOMO energy: -8.7 eV. Its SMILES is C1=NOCSN1. Its multiplicity is 1. As for the frontier orbital gap: 9.3 eV.

=====

Most stable pick: run a. Distance to second place: 0.133 eV.

=====

Run a
Computed, not measured: one molecule with the formula C2H4N2OS, with ωB97M-V/def2-TZVPD.

Atoms and positions in Å:
O (2.93778, -0.72567, -0.01555)
N (2.07311, 0.32547, -0.11104)
C (0.85477, -0.00456, 0.17378)
C (-0.12060, 1.11627, -0.01396)
N (-1.40070, 0.95215, 0.03883)
S (-2.11006, -0.66043, -0.07439)
H (3.75863, -0.17388, 0.04914)
H (0.49754, -0.99269, 0.47692)
H (0.26837, 2.15357, -0.09461)
H (-3.37777, -0.22841, 0.42985)

The lowest unoccupied orbital energy comes out at 0.218 eV. As for the HOMO energy: -8.9 eV. Its SMILES is O/N=C/C=N\S. Its multiplicity is 1. As for the frontier orbital gap: 9.1 eV.

=====

Run b
Computed, not measured: one molecule with the formula C2H4N2OS, with ωB97M-V/def2-TZVPD.

Atoms and positions in Å:
C (0.16182, 0.87830, -0.06748)
C (1.11993, -0.28745, 0.16189)
N (-1.07130, 0.86725, -0.22039)
N (0.67662, -1.52690, -0.05060)
O (-3.25636, 0.00209, 0.54134)
S (-2.18263, -0.28336, -0.44887)
H (0.69854, 1.85988, 0.10774)
H (2.10929, -0.01516, -0.33928)
H (1.28891, -0.09159, 1.34568)
H (0.45517, -1.40305, -1.03002)

The lowest unoccupied orbital energy (alpha / beta) comes out at -1.317 / -1.034 eV. As for the HOMO energy (alpha / beta): -8.5 / -9.8 eV. Its multiplicity is 1. As for the frontier orbital gap (alpha / beta): 7.1 / 8.8 eV.

=====

Run c
Computed, not measured: one molecule with the formula C2H4N2OS, with ωB97M-V/def2-TZVPD.

Atoms and positions in Å:
H (1.21018, 1.15502, -0.97584)
N (0.63479, 0.76104, -1.68087)
C (-0.54956, 0.43811, -1.31886)
N (-0.99672, 0.44020, 0.02697)
S (0.06099, 0.73130, 1.23695)
C (0.80719, -0.87173, 1.42759)
O (0.57788, -1.84569, 0.74569)
H (-1.38718, 0.20431, -2.07637)
H (-1.81176, -0.07095, 0.23228)
H (1.45418, -0.94162, 2.38246)

The lowest unoccupied orbital energy comes out at 0.605 eV. As for the HOMO energy: -9.6 eV. Its SMILES is [H]/N=C\NSC=O. Its multiplicity is 1. As for the frontier orbital gap: 10.2 eV.

=====

Run d
Computed, not measured: one molecule with the formula C2H4N2OS, with ωB97M-V/def2-TZVPD.

Atoms and positions in Å:
H (-1.67434, 1.44759, -0.18907)
N (-0.66619, 1.31926, -0.07223)
C (-0.52991, 0.03571, -0.08631)
N (-1.48891, -0.98996, -0.11257)
O (0.78289, -0.49442, -0.11617)
C (1.89947, 0.25650, -0.00185)
S (3.44760, -0.18804, -0.07147)
H (-2.37372, -0.81150, 0.33736)
H (-1.09696, -1.88655, 0.13989)
H (1.70007, 1.31141, 0.17243)

The lowest unoccupied orbital energy comes out at 0.148 eV. As for the HOMO energy: -8.9 eV. Its SMILES is [H]/N=C(\N)OC=S. Its multiplicity is 1. As for the frontier orbital gap: 9.1 eV.

=====

Most stable pick: run d. Distance to second place: 0.338 eV.

=====

Run a
Computed, not measured: one molecule with the formula C2H4N2OS, with ωB97M-V/def2-TZVPD.

Atoms and positions in Å:
C (-0.36888, 0.49960, -0.38555)
C (-0.68630, -0.87439, 0.34059)
N (1.85131, -0.26279, 0.09116)
N (1.02054, 0.69231, -0.03538)
O (1.33033, 1.90616, 0.06651)
S (0.65418, -2.00867, -0.09966)
H (-0.51532, 0.45116, -1.40761)
H (-0.93435, 1.39169, -0.09055)
H (-0.69204, -0.43678, 1.44474)
H (-1.65947, -1.35830, 0.07575)

The lowest unoccupied orbital energy comes out at -0.837 eV. As for the HOMO energy: -9.4 eV. Its multiplicity is 1. As for the frontier orbital gap: 8.6 eV.

=====

Run b
Computed, not measured: one molecule with the formula C2H4N2OS, with ωB97M-V/def2-TZVPD.

Atoms and positions in Å:
O (-3.75505, -0.66174, -0.08888)
N (-2.56218, -0.42552, -0.07414)
N (-1.60425, -1.30749, -0.10835)
C (-0.33632, -0.67205, 0.23142)
C (-0.45283, 0.77786, -0.33276)
S (-1.98618, 1.24953, 0.15793)
H (0.56262, -1.07892, -0.32858)
H (-0.14995, -0.64890, 1.34463)
H (0.39636, 1.32406, 0.08188)
H (-0.40937, 0.56525, -1.37774)

The lowest unoccupied orbital energy comes out at 0.452 eV. As for the HOMO energy: -9.6 eV. Its SMILES is [O-][N+]1=NCCS1. Its multiplicity is 1. As for the frontier orbital gap: 10.1 eV.

=====

Run c
Computed, not measured: a 3-piece molecular cluster, C2H4N2OS overall, with ωB97M-V/def2-TZVPD.

Atoms and positions in Å:
C (-0.12621, 1.45559, -0.43701)
C (0.17391, -2.22676, 1.03185)
H (-1.81798, 2.28466, 0.07913)
H (0.45900, 2.45499, -1.05202)
H (1.43178, 0.74950, -1.77839)
H (1.36388, -2.02804, 1.87206)
N (-1.28125, 1.38771, 0.04202)
N (0.68610, 0.25309, -0.27921)
O (-0.86070, -3.12913, 1.00443)
S (-0.02853, -1.20161, -0.48285)

The lowest unoccupied orbital energy comes out at -1.425 eV. As for the HOMO energy: -9.3 eV. Its multiplicity is 1. As for the frontier orbital gap: 7.8 eV.

=====

Run d
Computed, not measured: one molecule with the formula C2H4N2OS, with ωB97M-V/def2-TZVPD.

Atoms and positions in Å:
N (-1.81483, 0.54582, 0.29946)
N (-1.31319, -0.64538, -0.08222)
C (-0.05035, -0.75469, -0.41339)
C (0.88319, 0.35717, -0.25017)
O (0.54253, 1.49092, -0.43489)
S (2.63003, 0.09999, 0.15158)
H (-1.19129, 1.30851, 0.21444)
H (-2.67274, 0.53595, 0.90120)
H (0.28054, -1.69247, -0.82035)
H (2.70612, -1.24583, 0.43435)

The lowest unoccupied orbital energy comes out at 0.172 eV. As for the HOMO energy: -9.2 eV. Its SMILES is N/N=C\C(=O)S. Its multiplicity is 1. As for the frontier orbital gap: 9.4 eV.

=====

Most stable pick: run d. Distance to second place: 1.892 eV.

=====

Run a
Computed, not measured: one molecule with the formula C4H4O, with ωB97M-V/def2-TZVPD.

Atoms and positions in Å:
C (1.74118, 0.36435, 0.94304)
C (1.02750, -0.34276, 0.28054)
C (-0.21286, -0.75313, -0.36431)
C (-1.11110, 0.48959, -0.42059)
O (-0.88113, 1.51636, 0.16111)
H (2.30377, 1.03804, 1.54675)
H (-0.11456, -1.19724, -1.36331)
H (-0.72838, -1.50331, 0.25226)
H (-2.02441, 0.38811, -1.03549)

The lowest unoccupied orbital energy comes out at 0.962 eV. As for the HOMO energy: -10.1 eV. Its SMILES is C#CCC=O. Its multiplicity is 1. As for the frontier orbital gap: 11.1 eV.

=====

Run b
Computed, not measured: one molecule with the formula C4H4O, with ωB97M-V/def2-TZVPD.

Atoms and positions in Å:
O (2.53843, 0.06304, -0.15727)
C (1.41537, -0.09780, 0.03494)
C (-0.14262, 0.90307, 0.26290)
C (-0.79992, 0.00222, -0.65277)
C (0.18246, -0.65061, 0.34645)
H (-0.65899, 1.46224, 1.10261)
H (-1.89329, -0.04716, -0.30142)
H (-0.49348, -0.24699, -1.68656)
H (-0.14796, -1.38801, 1.05112)

The lowest unoccupied orbital energy comes out at 0.841 eV. As for the HOMO energy: -8.4 eV. Its SMILES is O=C1[C@H]2C[C@@H]12. Its multiplicity is 1. As for the frontier orbital gap: 9.2 eV.

=====

Most stable pick: run a. Distance to second place: 1.406 eV.

=====

Run a
Computed, not measured: a 2-piece molecular cluster, C2H7NS2 overall, with ωB97M-V/def2-TZVPD.

Atoms and positions in Å:
C (-0.99299, 3.44675, 0.05503)
S (-1.17911, 2.42237, -1.21009)
H (-1.69863, 3.38960, 0.97910)
H (-0.16650, 4.15735, 0.19382)
C (-1.28331, -1.25883, 1.40904)
S (-0.06221, -0.00283, 1.01042)
N (0.93166, -0.96851, -0.06350)
H (-0.71474, -2.19342, 1.63642)
H (-1.94868, -1.42540, 0.50788)
H (-2.00143, -1.08574, 2.22367)
H (1.76826, -0.57210, -0.23451)
H (0.50604, -1.23039, -0.96752)

The lowest unoccupied orbital energy comes out at -0.371 eV. As for the HOMO energy: -8.0 eV. Its SMILES is C=S.CSN. Its multiplicity is 1. As for the frontier orbital gap: 7.6 eV.

=====

Run b
Computed, not measured: a 2-piece molecular cluster, C2H7NS2 overall, with ωB97M-V/def2-TZVPD.

Atoms and positions in Å:
C (-0.71428, 1.05880, 1.23271)
C (-1.19305, 0.52839, 0.03617)
N (-2.26357, -0.38842, -0.12599)
H (-1.50732, 1.08744, 2.05011)
H (0.15000, 1.70732, 1.39210)
H (-0.66415, 0.56198, -0.89903)
H (-2.82930, -0.39110, 0.71617)
H (-1.87653, -1.26420, -0.38775)
S (3.17507, -0.29445, -0.09177)
S (2.84564, -0.99637, -2.10124)
H (3.12770, -1.42692, 0.45986)
H (1.74978, -0.18246, -2.28133)

The lowest unoccupied orbital energy comes out at 0.012 eV. As for the HOMO energy: -8.6 eV. Its SMILES is C=CN.SS. Its multiplicity is 1. As for the frontier orbital gap: 8.6 eV.

=====

Run c
Computed, not measured: a 2-piece molecular cluster, C2H7NS2 overall, with ωB97M-V/def2-TZVPD.

Atoms and positions in Å:
C (0.86102, 1.80626, 2.16470)
N (0.71847, 2.37708, 1.04171)
H (0.50627, 2.33968, 3.04501)
H (1.34265, 0.82975, 2.24479)
H (1.18014, 1.81760, 0.32453)
C (-1.29411, -1.88747, -1.03900)
S (-0.52425, -0.43162, -0.29248)
S (0.62025, 0.38890, -1.84341)
H (-1.76349, -2.31572, -0.15256)
H (-2.10534, -1.60892, -1.71060)
H (-0.55452, -2.49146, -1.54824)
H (1.01294, -0.82408, -2.23445)

The lowest unoccupied orbital energy comes out at 0.465 eV. As for the HOMO energy: -8.6 eV. Its SMILES is C=N.CSS. Its multiplicity is 1. As for the frontier orbital gap: 9.1 eV.

=====

Run d
Computed, not measured: a 2-piece molecular cluster, C2H7NS2 overall, with ωB97M-V/def2-TZVPD.

Atoms and positions in Å:
C (-0.03367, -1.77924, 0.61717)
C (1.04601, -1.03707, 0.85028)
N (1.58648, -0.19753, -0.18116)
H (-0.68553, -1.53540, -0.21357)
H (-0.29408, -2.60358, 1.26099)
H (1.88874, -1.29486, 1.47646)
H (0.96524, -0.05719, -0.96458)
H (2.53530, -0.33301, -0.47181)
S (-0.76562, 2.24227, -0.25538)
S (-2.77891, 2.28010, -0.87535)
H (-0.33301, 3.02193, -1.25469)
H (-3.13095, 1.29358, 0.01164)

The lowest unoccupied orbital energy comes out at 0.381 eV. As for the HOMO energy: -8.3 eV. Its SMILES is C=CN.SS. Its multiplicity is 1. As for the frontier orbital gap: 8.7 eV.

=====

Most stable pick: run c. Distance to second place: 0.306 eV.